i:
Here is a structure of composition C2HFN2O from the Open Molecules 2025 dataset. Energies are from ωB97M-V/def2-TZVPD.

ORCA input file:
```
! RIJCOSX wB97M-V def2-TZVPD def2/J DEFGRID3
* xyz 0 1
C 1.0041 -0.1177 -0.0344
C -0.9615 0.4092 -0.0376
H -1.9019 0.9538 0.0002
N 0.2533 1.0059 0.0244
N -1.0147 -0.8754 0.0505
O 0.2963 -1.2329 -0.0218
F 2.3243 -0.1429 0.0187
*
```

Summary:
LUMO energy	0.0297	Ha
gap between HOMO and LUMO	11.83	eV

=====

ii:
Here is a cluster of 2 separate species, C2HFN2O in total from the Open Molecules 2025 dataset. Energies are from ωB97M-V/def2-TZVPD.

ORCA input file:
```
! RIJCOSX wB97M-V def2-TZVPD def2/J DEFGRID3
* xyz 0 1
O -1.3667 0.1109 1.2462
N -1.4613 -0.6916 0.3790
C -1.1136 -1.0166 -0.7106
F -1.0518 -2.0672 -1.4674
C 1.7001 1.1692 0.1824
N 0.7427 1.7229 0.4983
H 2.5505 0.7725 -0.1278
*
```

Summary:
LUMO energy	-0.0223	Ha
SMILES	[O-][N+]#CF.C#N
gap between HOMO and LUMO	9.27	eV

=====

i has the most favorable energy; the next structure is 91.9 kcal/mol above.

=====

i:
Here is a cluster of 2 separate species, C2HFN2O in total from the Open Molecules 2025 dataset. Energies are from ωB97M-V/def2-TZVPD.

ORCA input file:
```
! RIJCOSX wB97M-V def2-TZVPD def2/J DEFGRID3
* xyz 0 1
C 1.1536 1.4175 0.1021
N 1.4606 0.6857 -0.7610
O 1.6166 -0.3774 -1.2809
H 0.6257 2.2039 0.5076
N -1.6258 -0.2229 0.9986
C -1.5909 -1.2594 0.4816
F -1.6397 -2.4475 -0.0480
*
```

Summary:
LUMO energy	0.0124	Ha
SMILES	C#[N+][O-].N#CF
gap between HOMO and LUMO	10.36	eV

=====

ii:
Here is the molecule C2HFN2O from the Open Molecules 2025 dataset. Energies are from ωB97M-V/def2-TZVPD.

ORCA input file:
```
! RIJCOSX wB97M-V def2-TZVPD def2/J DEFGRID3
* xyz 0 1
F -1.0706 -0.6692 1.5446
C -0.2159 -0.3422 0.5322
N 0.9665 -0.7260 0.0460
C 1.0942 0.1773 -1.0961
N 0.0835 0.9074 -1.1840
O -0.6339 0.6777 -0.1128
H 2.0874 0.3205 -1.6496
*
```

Summary:
LUMO energy	0.0296	Ha
SMILES	Fc1ncno1
gap between HOMO and LUMO	12.20	eV

=====

ii has the most favorable energy; the next structure is 55.7 kcal/mol above.